[1]
{"formula": "C24H35N3O5S", "method": "ωB97M-V with the def2-TZVPD basis set", "species": ["C", "H", "H", "H", "C", "N", "C", "C", "C", "O", "C", "C", "C", "C", "C", "C", "H", "H", "S", "O", "O", "N", "C", "C", "H", "H", "C", "C", "H", "H", "H", "C", "C", "H", "H", "H", "H", "H", "H", "H", "H", "C", "O", "N", "C", "C", "C", "O", "C", "C", "H", "H", "H", "C", "H", "H", "H", "H", "H", "H", "H", "H", "H", "H", "H", "H", "H", "H"], "coordinates": [[0.308, -6.013, 1.414], [-0.638, -5.756, 1.884], [1.109, -5.524, 1.964], [0.447, -7.088, 1.476], [0.303, -5.574, -0.049], [0.117, -4.139, -0.170], [-1.125, -3.667, -0.386], [-1.468, -2.355, -0.496], [-0.452, -1.335, -0.382], [-0.634, -0.126, -0.525], [0.889, -1.869, -0.091], [1.934, -0.958, 0.085], [3.213, -1.389, 0.308], [3.486, -2.748, 0.386], [2.472, -3.668, 0.246], [1.154, -3.250, -0.001], [2.713, -4.715, 0.327], [4.504, -3.061, 0.556], [4.572, -0.229, 0.520], [5.670, -0.746, -0.249], [4.755, -0.020, 1.928], [4.017, 1.162, -0.146], [4.085, 1.368, -1.569], [2.756, 1.927, -2.078], [1.969, 1.183, -1.947], [2.843, 2.142, -3.145], [2.377, 3.201, -1.316], [1.011, 3.709, -1.768], [1.017, 3.926, -2.833], [0.745, 4.618, -1.233], [0.249, 2.959, -1.573], [2.375, 2.921, 0.191], [3.713, 2.333, 0.635], [3.693, 2.024, 1.680], [4.507, 3.083, 0.506], [1.569, 2.223, 0.424], [2.189, 3.845, 0.741], [3.132, 3.968, -1.525], [4.320, 0.406, -2.025], [4.898, 2.070, -1.806], [1.703, 0.093, 0.033], [-2.914, -2.087, -0.782], [-3.686, -3.014, -0.993], [-3.272, -0.796, -0.813], [-4.630, -0.393, -1.071], [-5.296, 0.262, 0.141], [-4.752, 1.656, 0.443], [-3.447, 1.544, 0.958], [-2.715, 2.755, 1.029], [-3.307, 3.748, 2.032], [-2.638, 4.597, 2.141], [-4.276, 4.116, 1.703], [-3.424, 3.266, 3.000], [-1.291, 2.376, 1.419], [-1.284, 1.970, 2.427], [-0.647, 3.249, 1.378], [-0.920, 1.616, 0.738], [-2.710, 3.224, 0.027], [-4.745, 2.266, -0.475], [-5.414, 2.148, 1.173], [-5.143, -0.369, 1.017], [-6.367, 0.342, -0.049], [-5.176, -1.300, -1.345], [-4.644, 0.302, -1.919], [-2.594, -0.086, -0.555], [-1.916, -4.399, -0.497], [-0.521, -6.062, -0.573], [1.231, -5.863, -0.545]], "mulliken_charge": [-1.0415, 0.3229, 0.3491, 0.3840, -0.9864, 0.1991, -0.1016, -0.6382, 1.5091, -0.9079, -0.6861, 0.8536, 0.0473, -1.7409, -0.8381, 0.9374, 0.2705, 0.4832, 1.5050, -0.7064, -0.7173, 0.1921, -0.9613, -0.3588, -0.0084, 0.4501, 0.5133, -1.4865, 0.4366, 0.4254, 0.1285, 0.1556, -1.2375, 0.4917, 0.3408, -0.3572, 0.5081, 0.2485, 0.4582, 0.3686, 0.0474, 0.4261, -0.7842, 0.0412, -1.0490, -0.6557, -0.5256, -0.2657, 0.5956, -1.6670, 0.4361, 0.4177, 0.3494, -0.4943, 0.3597, 0.4110, -0.4216, 0.2837, 0.3577, 0.3193, 0.2713, 0.4228, 0.4660, 0.3283, 0.1955, 0.4914, 0.4214, 0.4168], "homo_ev": -8.72, "fmax_ev_per_a": 1.1, "gap_ev": 8.70, "e_above_lowest_ev": 0.033, "energy_ha": -1874.231266}

---

[2]
{"formula": "C24H36As2CaF12O18", "method": "ωB97M-V with the def2-TZVPD basis set", "species": ["Ca", "As", "F", "F", "F", "F", "F", "F", "As", "F", "F", "F", "F", "F", "F", "C", "C", "C", "O", "C", "O", "O", "H", "H", "H", "H", "H", "H", "C", "C", "C", "O", "C", "O", "O", "H", "H", "H", "H", "H", "H", "C", "C", "C", "O", "C", "O", "O", "H", "H", "H", "H", "H", "H", "C", "C", "C", "O", "C", "O", "O", "H", "H", "H", "H", "H", "H", "C", "C", "C", "O", "C", "O", "O", "H", "H", "H", "H", "H", "H", "C", "C", "C", "O", "C", "O", "O", "H", "H", "H", "H", "H", "H"], "coordinates": [[-5.568, -0.184, 15.122], [-4.816, -1.046, 18.796], [-6.412, -0.557, 19.451], [-4.148, -0.783, 20.406], [-3.304, -1.676, 18.131], [-5.412, -1.007, 17.132], [-4.447, 0.653, 18.483], [-5.351, -2.663, 19.141], [-3.189, -0.350, 11.806], [-4.065, -1.840, 11.543], [-2.027, -1.326, 12.747], [-2.234, 1.107, 12.099], [-4.343, 0.675, 10.863], [-4.157, -0.012, 13.246], [-2.293, -0.589, 10.332], [-4.292, 4.159, 10.416], [-5.301, 4.621, 11.443], [-6.707, 4.134, 11.160], [-6.652, 2.816, 11.721], [-5.794, 2.808, 12.725], [-5.749, 1.972, 13.558], [-4.955, 3.945, 12.664], [-4.270, 3.072, 10.327], [-3.293, 4.535, 10.637], [-4.487, 4.568, 9.419], [-5.402, 5.708, 11.463], [-7.029, 4.003, 10.131], [-7.441, 4.726, 11.711], [-0.495, -5.231, 15.219], [-1.280, -4.111, 14.516], [-2.020, -4.412, 13.214], [-3.315, -3.848, 13.474], [-3.277, -3.172, 14.630], [-4.136, -2.433, 15.006], [-2.199, -3.500, 15.365], [-1.120, -6.037, 15.597], [0.176, -4.741, 15.923], [0.214, -5.644, 14.495], [-0.495, -3.400, 14.231], [-2.086, -5.467, 12.942], [-1.542, -3.926, 12.365], [-8.061, 2.057, 20.207], [-8.270, 2.733, 18.916], [-7.227, 3.848, 18.629], [-6.504, 3.424, 17.464], [-6.904, 2.166, 17.164], [-6.417, 1.594, 16.231], [-7.971, 1.794, 17.848], [-8.452, 2.627, 21.055], [-7.071, 1.733, 20.531], [-8.622, 1.117, 20.238], [-9.270, 3.066, 18.641], [-6.501, 3.936, 19.434], [-7.760, 4.790, 18.501], [-11.802, -1.224, 15.927], [-10.914, -1.111, 17.138], [-10.356, -2.461, 17.623], [-9.011, -2.506, 17.131], [-8.693, -1.281, 16.663], [-7.704, -1.035, 16.053], [-9.724, -0.426, 16.797], [-12.577, -1.988, 16.056], [-11.297, -1.383, 14.974], [-12.484, -0.399, 15.692], [-11.400, -0.732, 18.037], [-10.866, -3.299, 17.152], [-10.329, -2.517, 18.709], [-10.972, -1.134, 11.495], [-9.678, -0.355, 11.399], [-9.607, 0.904, 12.333], [-8.402, 0.683, 13.066], [-7.880, -0.501, 12.763], [-6.846, -0.925, 13.214], [-8.676, -1.212, 11.990], [-11.485, -1.026, 10.535], [-11.663, -0.758, 12.249], [-10.847, -2.199, 11.673], [-9.261, -0.147, 10.414], [-10.432, 0.946, 13.048], [-9.642, 1.862, 11.815], [-2.540, 5.288, 14.867], [-1.847, 3.936, 15.064], [-1.433, 3.517, 16.472], [-2.034, 2.252, 16.686], [-2.853, 1.960, 15.655], [-3.698, 1.127, 15.746], [-2.836, 2.963, 14.749], [-3.436, 5.420, 15.471], [-2.905, 5.252, 13.838], [-1.908, 6.175, 14.907], [-0.980, 3.753, 14.424], [-1.809, 4.252, 17.185], [-0.352, 3.390, 16.489]], "mulliken_charge": [2.9794, 1.9948, -0.4916, -0.5173, -0.4946, -0.4541, -0.4622, -0.4864, 2.0115, -0.4787, -0.5515, -0.4675, -0.5412, -0.0664, -0.5090, -1.2010, 0.3436, -0.6383, -0.2183, -0.2760, 0.5207, -0.0332, 0.1688, 0.3384, 0.4201, 0.3672, 0.3197, 0.2883, -1.5621, 0.5382, -0.3390, -0.3012, 0.5070, -0.6295, -0.3191, 0.3577, 0.3760, 0.4096, 0.1686, 0.3398, 0.2233, -1.4446, 0.3317, -0.6294, -0.2868, -0.5076, 0.3264, -0.1039, 0.4226, 0.3411, 0.2693, 0.3508, 0.3503, 0.3320, -1.5047, 0.5143, -0.6312, -0.3081, -0.0001, -0.1102, -0.3279, 0.4353, 0.3271, 0.3823, 0.3421, 0.2996, 0.3452, -1.4154, 0.4441, -0.5905, -0.1889, 0.3765, -0.7763, -0.4548, 0.3439, 0.3611, 0.3338, 0.5046, 0.2969, 0.1766, -1.1168, 0.3373, -0.5635, -0.3244, -0.3787, -0.1206, -0.0746, 0.2896, 0.0806, 0.4099, 0.3040, 0.2811, 0.3142], "homo_ev": -10.10, "fmax_ev_per_a": 2.8, "gap_ev": 10.07, "e_above_lowest_ev": 1.715, "energy_ha": -8638.496797}

---

[3]
{"formula": "C24H36BKO10S2Sn", "method": "ωB97M-V with the def2-TZVPD basis set", "species": ["Sn", "K", "B", "H", "H", "H", "H", "C", "C", "C", "O", "C", "C", "C", "O", "O", "O", "H", "H", "C", "S", "O", "C", "H", "H", "H", "H", "H", "H", "C", "S", "O", "C", "H", "H", "H", "H", "H", "H", "C", "C", "C", "C", "C", "C", "H", "H", "H", "H", "H", "H", "O", "C", "O", "C", "C", "C", "H", "H", "H", "H", "H", "H", "O", "C", "O", "C", "C", "C", "H", "H", "H", "H", "H", "H"], "coordinates": [[-4.466, -1.050, -0.945], [2.463, 1.718, -2.117], [-2.953, 3.472, -3.151], [-2.619, 3.682, -2.147], [-3.396, 4.374, -3.546], [-2.089, 3.096, -3.676], [-3.745, 2.747, -3.041], [-0.357, -0.754, -1.314], [0.433, 0.355, -1.357], [-0.103, 1.827, -1.378], [0.598, 2.847, -1.691], [-1.410, 2.061, -1.253], [-2.385, 0.983, -1.175], [-1.833, -0.487, -1.215], [-2.560, -1.440, -1.026], [-3.587, 1.155, -1.048], [1.703, 0.067, -1.472], [-0.078, -1.797, -1.298], [-1.812, 3.063, -1.257], [-3.004, -3.035, 0.986], [-4.033, -2.017, 2.107], [-4.528, -0.941, 1.209], [-2.548, -1.401, 3.018], [-2.524, -2.387, 0.252], [-3.589, -3.600, 0.260], [-2.311, -3.734, 1.455], [-2.768, -0.632, 3.759], [-1.852, -0.947, 2.313], [-2.047, -2.275, 3.436], [2.181, 4.196, 0.069], [0.844, 5.428, -0.156], [0.584, 5.631, -1.637], [-0.691, 4.554, 0.431], [3.162, 4.551, -0.248], [2.007, 3.276, -0.488], [2.317, 3.893, 1.107], [-1.605, 4.795, -0.111], [-0.740, 4.964, 1.440], [-0.421, 3.504, 0.317], [0.807, -4.230, 0.849], [1.395, -4.377, 2.146], [1.420, -3.277, 2.986], [0.872, -1.982, 2.571], [0.246, -1.905, 1.304], [0.249, -3.014, 0.494], [0.643, -5.024, 0.136], [1.700, -5.347, 2.508], [1.907, -3.395, 3.942], [1.019, -1.131, 3.219], [-0.161, -0.988, 0.906], [-0.245, -2.915, -0.462], [-0.052, -3.166, -2.859], [0.916, -2.555, -2.409], [1.321, -3.000, -1.202], [2.587, -2.466, -1.158], [3.132, -1.938, -2.467], [1.795, -1.590, -3.167], [3.211, -3.302, -0.842], [2.461, -1.612, -0.492], [3.480, -2.814, -3.014], [3.922, -1.187, -2.446], [1.778, -1.858, -4.224], [1.483, -0.577, -2.911], [-0.052, 3.531, 2.031], [0.537, 2.451, 2.005], [0.287, 1.449, 3.019], [0.918, 0.211, 2.670], [1.582, 0.410, 1.271], [1.460, 1.889, 0.956], [0.105, -0.510, 2.757], [1.596, -0.234, 3.398], [1.350, -0.212, 0.407], [2.637, 0.362, 1.539], [1.037, 2.181, -0.006], [2.418, 2.377, 1.132]], "mulliken_charge": [0.7423, 0.9927, 1.0003, -0.5886, -0.2613, -0.3440, -0.4283, 0.2900, 2.4659, 0.5351, -0.9868, 0.2688, -0.1434, 0.1572, -0.9524, -0.8480, -1.9827, -1.0042, 0.5075, -0.8671, 0.3369, -0.5460, -0.3013, 0.2445, 0.7449, 0.3368, 0.4740, -0.3307, 0.3383, -0.6717, 0.2360, -0.6030, 0.0111, 0.5585, 0.0856, 0.3344, 0.3457, 0.4752, -0.5366, -0.2231, -1.0794, -0.8826, -0.2701, 2.2791, -0.5933, 0.5682, 0.4159, 0.5013, -0.1987, -0.3151, 0.3104, -0.6884, 0.5878, -0.2514, 0.0479, -0.8657, -0.1531, 0.4787, -0.3411, 0.3531, 0.3510, 0.6085, -0.1730, -0.5539, 0.5246, -0.5104, 0.2745, 1.1295, 0.0598, -0.2149, 0.4230, -2.3469, 0.5098, -1.1377, 1.2901], "homo_ev": -6.85, "fmax_ev_per_a": 9.3, "gap_ev": 4.74, "e_above_lowest_ev": 15.730, "energy_ha": -3323.082714}